Entry from OMol25: a structure of composition C31H47CdN9O3PS3 (ωB97M-V with the def2-TZVPD basis set).

```
95
Properties=species:S:1:pos:R:3:forces:R:3
Cd -0.4324 -0.8142 -0.9761 0.0 0.2 0.1
C 6.4030 -1.1005 -2.3071 0.0 -0.1 0.0
C 5.0097 -1.1240 -2.9250 0.0 0.0 -0.2
N 4.1362 -2.1183 -2.3353 0.0 0.0 0.1
C 3.2765 -1.7623 -1.2751 0.0 -0.1 0.2
S 3.6844 -0.4251 -0.2544 0.0 -0.1 -0.1
N 2.2754 -2.5807 -1.1633 -0.1 0.3 0.0
N 1.2660 -2.1915 -0.2887 -0.2 -0.5 0.2
C 1.0070 -2.9937 0.7290 0.1 0.3 -0.1
C 1.9434 -4.1146 1.0877 0.0 -0.1 0.0
C -0.1564 -2.7748 1.5168 -0.2 0.1 0.1
C -0.4191 -3.4860 2.7247 0.0 0.0 -0.1
C -1.5341 -3.2143 3.4664 -0.1 0.1 0.0
C -2.4496 -2.2142 3.0219 0.1 -0.1 0.0
C -2.1397 -1.5699 1.8330 0.0 0.0 -0.1
N -1.0695 -1.8112 1.0936 0.1 -0.2 0.1
H 7.0388 -0.3706 -2.8201 0.0 0.0 0.0
H 6.3278 -0.8330 -1.2526 0.0 0.0 -0.1
H 6.8663 -2.0887 -2.3859 0.0 0.0 0.0
H 4.5598 -0.1301 -2.8573 0.0 0.0 0.0
H 5.0993 -1.3803 -3.9857 0.0 0.0 0.0
H 3.5845 -2.6272 -3.0103 0.1 0.0 -0.1
H 2.6319 -4.2761 0.2609 0.0 0.0 0.0
H 2.5343 -3.8701 1.9762 0.0 0.0 0.0
H 1.3953 -5.0393 1.2928 0.0 0.0 0.0
H 0.2813 -4.2414 3.0604 0.0 0.0 0.0
H -1.7200 -3.7613 4.3847 0.0 0.0 0.0
H -3.3454 -1.9619 3.5748 0.0 0.0 0.0
H -2.8087 -0.8100 1.4309 0.0 0.0 0.0
O -0.2555 -1.5270 -3.2255 -0.1 0.1 -0.1
N -1.0386 -0.7732 -3.9568 0.2 0.0 0.2
C -1.9198 -1.3901 -4.7714 0.0 0.0 0.0
C -2.7711 -0.6982 -5.5917 0.0 0.1 0.0
C -2.7258 0.6988 -5.5575 -0.1 -0.1 0.0
C -1.8416 1.3179 -4.7129 0.1 0.0 0.1
C -0.9561 0.6046 -3.8750 -0.1 -0.1 0.0
S 0.1539 1.3269 -2.8100 0.0 -0.1 -0.1
H -1.8817 -2.4668 -4.6991 0.0 0.0 0.0
H -3.4586 -1.2410 -6.2258 0.0 0.0 0.0
H -3.3908 1.2870 -6.1790 0.0 0.0 0.0
H -1.7928 2.3959 -4.6444 0.0 0.0 0.0
S -2.5831 -5.7111 0.0258 -0.2 -0.1 0.1
C -0.9929 -5.9370 -0.5689 -0.1 -0.2 0.1
C -0.5752 -4.8058 -1.1824 0.0 0.4 -0.2
N -1.4914 -3.7784 -1.2083 0.2 0.0 -0.2
C -2.5825 -4.1129 -0.6151 -0.1 -0.1 0.2
H -0.4534 -6.8547 -0.4033 0.0 0.0 0.0
H 0.4024 -4.6379 -1.6179 0.0 0.0 0.0
H -3.4260 -3.4506 -0.4706 0.1 0.0 -0.1
O 0.1406 0.8915 0.6518 -0.1 0.0 -0.3
P -0.0110 2.1758 1.3608 0.0 -0.1 0.0
N 1.2688 3.1486 1.0546 0.1 0.1 0.0
C 2.1865 2.8665 -0.0756 0.0 0.1 0.1
C 3.2096 4.0030 0.0178 0.0 0.0 0.0
C 3.1623 4.4249 1.4888 0.0 0.0 0.0
C 1.6735 4.3194 1.8135 0.0 -0.1 -0.1
N -0.0239 2.0022 3.0195 0.0 -0.1 0.1
C -1.2799 1.6093 3.6890 0.1 0.0 0.0
C -0.7987 0.9621 4.9778 0.1 0.0 0.0
C 0.3969 0.1517 4.4796 0.0 0.0 0.0
C 1.0752 1.1045 3.4929 -0.1 0.0 0.0
N -1.3911 3.0472 0.9844 -0.2 0.0 -0.1
C -2.6387 2.2412 0.8086 0.0 0.1 0.0
C -3.5538 3.1035 -0.0842 0.1 0.0 0.0
C -2.6925 4.3079 -0.4975 0.0 0.0 0.0
C -1.2712 3.8158 -0.2799 -0.1 -0.1 0.0
H 1.6605 2.8630 -1.0307 0.0 0.1 0.0
H 2.6392 1.8819 0.0379 0.0 0.0 0.0
H 2.9045 4.8455 -0.6103 0.0 0.0 0.0
H 4.1964 3.6750 -0.3081 0.0 0.0 0.0
H 3.5617 5.4255 1.6673 0.0 0.0 0.0
H 3.7197 3.7106 2.1000 0.0 0.0 0.0
H 1.1473 5.2284 1.4820 0.0 0.0 0.0
H 1.4598 4.1817 2.8741 0.0 0.0 0.0
H -1.8305 0.8578 3.1151 0.0 0.0 0.0
H -1.9198 2.4802 3.8384 0.0 0.0 0.0
H -1.5708 0.3531 5.4499 0.0 0.0 0.0
H -0.4694 1.7336 5.6828 0.0 0.0 0.0
H 0.0367 -0.7335 3.9481 0.0 0.0 0.0
H 1.0706 -0.1712 5.2742 0.0 0.0 0.0
H 1.5320 0.5599 2.6643 0.0 0.0 0.0
H 1.8511 1.7053 3.9781 0.0 0.0 0.0
H -3.0885 2.0292 1.7771 0.0 0.0 0.0
H -2.4281 1.3035 0.2848 0.0 0.0 0.0
H -4.4586 3.4195 0.4385 0.0 0.0 0.0
H -3.8486 2.5138 -0.9533 0.0 0.0 0.0
H -2.8889 5.1626 0.1553 0.0 0.0 0.0
H -2.8610 4.6144 -1.5312 0.0 0.0 0.0
H -0.5405 4.6171 -0.1763 0.0 0.0 0.0
H -0.9724 3.1659 -1.1131 0.0 0.0 0.0
C -3.6086 -0.8408 -1.4550 0.2 -0.1 0.0
O -2.4814 -0.0652 -1.3669 -0.2 0.0 0.1
H -4.4966 -0.2593 -1.7756 0.0 0.1 0.0
H -3.9105 -1.3183 -0.4945 0.0 0.0 0.0
H -3.5235 -1.6753 -2.1820 0.0 0.0 0.0
```
Forces are in eV/Å.

Summary:
highest occupied orbital energy (alpha / beta): 0.6 / -1.2 eV
total charge: -2
Kohn-Sham gap (alpha / beta): 3.452 / 5.258 eV
lowest unoccupied orbital energy (alpha / beta): 4.1 / 4.1 eV
energy relative to the best compared isomer or geometry (same formula, charge and spin): 3.18 kJ/mol
2S+1: 2